178
Properties=species:S:1:pos:R:3:forces:R:3 method="wB97M-V/def2-TZVPD" energy_ev=-124188.2600
C 2.613562 5.392174 3.786209 -1.08 -0.12 -1.94
O 3.054886 4.046139 3.459619 0.00 0.19 -1.31
C 3.308531 3.901087 2.132442 -0.16 1.32 -0.88
O 3.054639 4.692875 1.232817 -0.14 -0.44 1.48
O 3.954347 2.779055 1.875776 -0.24 0.16 1.17
C 4.444994 2.676258 0.551131 1.79 -0.21 0.19
H 3.483593 6.018941 3.854434 0.32 0.22 0.96
H 1.882366 5.321343 4.585071 0.61 0.11 0.41
H 2.080816 5.830662 2.908540 0.17 -0.56 0.59
H 4.992129 3.556906 0.151667 -0.34 -0.48 0.73
H 3.698782 2.430233 -0.133970 -1.52 -0.18 -0.99
H 5.077830 1.805504 0.657913 0.52 -0.01 -0.51
C -3.758979 -4.136059 -3.046041 -0.61 -0.38 0.29
O -3.174305 -3.095063 -2.258611 0.66 -0.10 0.89
C -3.753629 -2.893298 -1.059640 -3.39 -1.36 -1.05
O -4.813147 -3.460439 -0.759529 1.71 0.49 0.08
O -3.203033 -1.918506 -0.422238 1.33 0.17 0.05
C -3.726244 -1.511660 0.833193 -0.65 2.22 0.37
H -4.763272 -3.824168 -3.326385 -0.06 -0.03 -0.17
H -3.878411 -5.116290 -2.523177 0.46 0.90 -0.16
H -3.129624 -4.219265 -3.920792 0.12 -0.07 -0.08
H -4.814898 -1.700059 0.891513 0.66 -0.15 0.00
H -3.590220 -0.362423 0.807409 -0.06 -1.89 0.35
H -3.178295 -1.971832 1.671383 -0.20 0.17 -0.43
C 4.970727 -5.055695 1.816848 0.62 -1.22 -1.39
O 4.436006 -6.207485 2.494034 2.59 -0.29 -0.45
C 3.266458 -6.140300 2.990338 -3.60 1.27 -0.15
O 2.469188 -5.213388 2.844521 0.74 0.02 0.24
O 2.933763 -7.255685 3.593105 0.04 -0.79 0.96
C 1.661641 -7.277096 4.320247 1.35 -2.57 -0.73
H 4.273145 -4.728574 1.056780 -0.13 0.14 0.07
H 5.905106 -5.406416 1.299507 -0.98 0.24 0.67
H 5.211456 -4.270131 2.492559 -0.01 0.56 0.64
H 1.489096 -6.346002 4.762463 -0.51 1.27 0.57
H 1.803118 -8.100164 5.056369 -0.05 0.83 -0.30
H 0.904642 -7.634573 3.630067 -0.32 0.51 -0.06
C -6.748322 7.298021 1.783317 -0.63 -0.21 -1.44
O -5.584762 6.538481 2.004646 0.74 -1.01 -0.16
C -5.512786 5.327971 1.400349 -0.56 0.24 -0.87
O -6.415791 4.815305 0.759004 1.30 0.27 0.84
O -4.266601 4.886814 1.580342 -0.54 -0.25 0.66
C -3.829269 3.653737 0.986767 0.72 0.44 -1.35
H -6.580094 8.057568 1.006529 0.22 -0.11 0.28
H -6.990629 7.758790 2.704946 -0.36 0.48 0.83
H -7.559517 6.666162 1.407798 0.08 0.06 0.34
H -3.020009 3.220201 1.597106 -0.83 0.30 -0.10
H -3.382969 3.966487 0.028249 0.15 -0.27 0.23
H -4.598005 2.945230 0.689724 -0.30 0.09 0.74
C 3.962459 -0.709646 2.000040 1.02 0.47 -0.92
O 4.368761 -1.939883 1.262254 0.15 1.17 1.05
C 5.485291 -1.827385 0.527438 -1.12 0.91 -1.33
O 6.032410 -0.779935 0.261939 0.40 -0.97 0.34
O 5.702025 -3.023181 -0.066831 -0.64 0.82 0.99
C 6.502039 -2.969299 -1.236552 1.21 -1.00 -0.17
H 3.911889 -0.901955 3.032564 -0.05 -0.85 1.23
H 2.996501 -0.350164 1.700543 -0.54 -0.42 -0.55
H 4.660358 0.141023 1.895943 -0.07 -0.86 -0.37
H 7.541187 -2.765540 -0.897536 -0.48 -0.25 -0.62
H 6.173414 -2.191249 -1.917147 -0.11 0.05 -0.04
H 6.399588 -3.992329 -1.692916 0.27 1.13 0.40
C -3.676962 -0.061579 -5.853965 -0.83 0.47 0.40
O -2.535445 -0.754636 -5.377367 1.72 0.12 0.35
C -1.506371 -0.022940 -4.840705 0.47 -2.70 -0.61
O -1.481717 1.160207 -4.716369 0.17 0.39 0.24
O -0.495810 -0.950195 -4.560729 -2.47 2.02 -0.27
C 0.748729 -0.449393 -4.067242 0.51 0.05 0.00
H -3.992040 0.614797 -5.032417 0.11 0.23 -0.94
H -4.459188 -0.843527 -5.865833 0.39 0.42 -0.51
H -3.537842 0.438271 -6.874903 -0.08 -0.66 1.60
H 0.971129 0.601890 -4.371184 -0.26 -0.93 -0.12
H 1.390171 -1.218584 -4.502939 0.69 0.67 0.09
H 0.827036 -0.526752 -2.972774 -0.23 0.01 -0.54
C -0.508074 2.803070 2.221777 0.28 1.54 -1.28
O -1.169029 3.803472 3.063858 0.41 -1.02 -0.01
C -1.937962 3.215488 3.972132 -0.07 1.00 1.08
O -2.192000 2.062794 4.050666 -0.20 -2.78 -0.63
O -2.386793 4.063008 4.868418 0.55 2.35 -0.87
C -3.108168 3.611304 5.986497 -0.32 -1.26 -0.92
H 0.054330 3.418646 1.520769 0.05 0.07 0.03
H -1.211451 2.258260 1.604572 -0.30 -0.24 0.22
H 0.193675 2.133738 2.693399 -0.16 0.04 0.81
H -3.712757 4.413136 6.306120 -0.47 1.03 0.48
H -2.390706 3.317047 6.713702 0.30 -0.39 0.90
H -3.766558 2.787014 5.707958 0.18 -0.12 0.14
C -0.069544 3.774950 -3.467874 0.24 0.11 -0.18
O -0.284764 5.088435 -2.991755 -0.50 1.57 -0.24
C -0.441723 5.266017 -1.697038 -0.05 -1.11 0.63
O -0.424213 4.360844 -0.873070 0.12 0.41 -0.40
O -0.626264 6.541531 -1.391135 -0.24 -0.11 -0.57
C -0.518468 6.814251 0.007042 -0.51 0.61 0.67
H 0.233268 3.838133 -4.499055 0.04 0.27 -0.33
H -0.939743 3.158750 -3.413176 -0.59 -0.33 0.26
H 0.737592 3.386665 -2.901986 0.72 -0.86 0.43
H 0.536790 6.725925 0.236285 0.04 -0.25 0.58
H -1.185486 6.177052 0.624734 0.67 0.16 -0.47
H -0.822853 7.861271 0.180472 0.12 -0.48 -0.45
C 3.347781 1.185239 -2.466269 0.12 0.00 -1.73
O 4.644294 1.808809 -2.505433 1.29 -0.34 0.14
C 5.648072 0.941229 -2.729108 0.72 0.15 0.53
O 5.476047 -0.235553 -2.914391 0.07 -0.32 -0.23
O 6.882507 1.524696 -2.673470 -1.50 0.19 0.25
C 7.998922 0.603487 -2.486290 -1.21 0.41 -0.21
H 3.136202 0.577148 -1.599713 0.52 -0.45 -0.04
H 3.158465 0.713423 -3.452584 0.19 -0.30 0.84
H 2.677557 1.999798 -2.456008 -0.76 1.09 0.25
H 8.088958 0.046826 -3.417470 0.31 -0.29 0.25
H 7.746839 -0.019224 -1.620010 0.39 -0.05 -0.30
H 8.853721 1.252956 -2.311036 -0.04 -0.18 0.01
N 0.876873 -2.409495 3.503322 -0.99 -0.78 -1.65
C 1.204704 -1.558643 4.484304 0.66 -0.31 1.61
C 0.568051 -0.352084 4.236283 1.22 0.98 0.37
C -0.055279 -0.462757 2.974527 -0.54 -1.30 0.23
C 0.057402 -1.797108 2.587413 0.93 1.23 -0.12
H 1.172778 -3.366893 3.356440 0.27 0.13 0.39
H 1.856051 -1.983553 5.280960 -0.73 0.95 -0.51
H 0.701910 0.595960 4.795111 -0.21 -0.97 -0.27
H -0.581513 0.320056 2.466532 -0.19 -0.17 -0.16
H -0.151558 -2.254702 1.638443 -0.33 -0.24 0.08
N -6.237796 -0.077636 -1.825065 -1.58 -0.97 -0.05
C -4.971628 0.187673 -2.216731 0.76 -0.41 0.38
C -4.669502 1.466840 -1.830252 -0.21 1.08 -0.69
C -5.885238 2.042306 -1.340176 0.32 -1.05 0.63
C -6.825278 1.037756 -1.279204 2.26 0.38 -1.02
H -6.700753 -0.988726 -1.937356 0.49 0.89 0.11
H -4.390449 -0.610620 -2.652360 0.21 0.17 -0.01
H -3.757274 2.049157 -1.993369 -0.32 -0.57 0.01
H -5.998177 3.005553 -0.904252 -0.20 0.61 -0.02
H -7.809391 1.091894 -0.971181 -1.72 -0.21 0.57
N 2.703005 -3.317334 -1.113822 -0.64 -1.18 0.14
C 1.634281 -4.150563 -0.741004 0.61 0.77 0.59
C 0.761524 -4.197691 -1.804802 1.70 -0.12 0.43
C 1.412331 -3.531465 -2.864762 -0.54 -0.15 -0.02
C 2.583180 -2.987332 -2.445094 -0.05 -0.10 0.84
H 3.442492 -3.056603 -0.480413 -0.05 -0.04 -0.19
H 1.668912 -4.654799 0.242286 -0.29 0.63 -0.67
H -0.132654 -4.744145 -1.923661 -0.75 -0.51 0.25
H 1.012585 -3.600449 -3.832987 -0.23 0.48 -1.22
H 3.319770 -2.410793 -2.970421 0.17 0.17 0.04
N -3.182431 -5.880730 1.171027 1.67 -0.14 0.85
C -2.411314 -5.250599 2.133305 1.46 -0.67 -1.54
C -1.083974 -5.567493 1.822099 -1.05 0.29 0.44
C -1.098155 -6.428991 0.697263 1.21 -0.24 1.04
C -2.386978 -6.653561 0.357335 -1.26 0.34 -0.83
H -4.156176 -5.819189 1.092590 -1.28 0.17 -0.08
H -2.796328 -4.620420 2.896079 -0.46 0.33 0.34
H -0.168538 -5.283957 2.327216 -0.30 0.13 0.13
H -0.177276 -6.917778 0.421436 -0.24 -0.10 -0.71
H -2.854046 -7.205658 -0.456868 0.31 0.06 0.33
N 0.296002 1.555680 -0.847973 -0.46 -0.99 0.49
C 1.102963 0.621484 -0.232715 0.46 0.19 0.22
C 0.593253 -0.631591 -0.470974 0.65 -0.60 0.59
C -0.559356 -0.487510 -1.251343 -0.14 1.56 0.85
C -0.776775 0.868896 -1.366065 0.68 -0.55 -0.63
H 0.373067 2.566961 -0.868365 -0.08 -0.14 0.26
H 1.984505 0.890292 0.346026 -0.38 0.16 -0.21
H 0.933807 -1.584148 -0.052517 0.22 0.60 -0.44
H -1.125603 -1.256238 -1.685256 -0.79 -0.77 -0.25
H -1.543890 1.343875 -1.911147 -0.55 0.64 -0.44
N -3.151454 -0.874675 4.508062 0.93 0.88 -0.09
C -4.356080 -0.775516 5.120381 -0.39 0.92 -0.36
C -4.650376 -1.951879 5.746762 1.19 0.38 -0.88
C -3.527141 -2.791890 5.542853 0.98 1.23 -1.33
C -2.588993 -2.092664 4.760545 -1.47 0.01 0.90
H -2.624383 -0.060595 4.163915 -0.43 -0.66 0.13
H -4.917479 0.147064 5.021590 -0.01 -0.26 0.08
H -5.593725 -2.136274 6.154193 -1.00 -0.56 0.85
H -3.399354 -3.781285 5.836959 0.08 -1.46 0.58
H -1.599478 -2.257557 4.383267 0.13 -0.48 0.12
N 3.735970 1.076029 -6.154150 -0.41 -2.59 -0.63
C 4.019467 2.363429 -6.007511 1.10 2.00 1.42
C 2.915437 3.125778 -6.320261 1.78 0.34 -0.21
C 2.019014 2.243147 -6.854073 -2.79 -1.22 -0.27
C 2.459776 0.969987 -6.695519 0.65 -1.36 0.45
H 4.368221 0.267455 -6.030374 -0.63 1.13 0.01
H 4.952652 2.693488 -5.569795 -0.03 -0.12 -0.15
H 2.819787 4.180060 -6.254631 0.11 0.62 0.00
H 1.017645 2.407522 -7.194233 -0.31 0.44 -0.13
H 1.924297 0.006222 -6.697026 0.54 0.75 -0.46